Molecular formula: C4H6F5OP
Method: DFT, ωB97M-V/def2-TZVPD

Structure (XYZ):
```
17
Properties=species:S:1:pos:R:3:forces:R:3
P -0.19181 -1.06830 0.68217 -1.0 -1.7 0.1
F -3.46095 1.28288 -0.08130 0.8 0.2 -0.7
F -2.08929 -0.82083 -1.40751 -0.6 -0.6 -0.9
F -2.84920 -1.26126 0.66476 0.6 0.8 -1.0
F -1.81219 1.36000 1.29386 0.0 -0.2 -0.1
F -1.36307 1.56589 -0.76178 0.9 1.5 -2.0
O 1.06068 -1.34076 -0.35975 -2.6 -0.7 -0.3
C -1.94736 -0.55343 -0.12107 1.5 0.1 1.5
C 2.01485 0.77207 0.32751 1.7 0.0 2.0
C 2.10038 -0.44901 -0.49343 0.1 1.8 -3.5
C -2.14638 0.95816 0.04239 -2.2 -1.3 2.9
H 2.26562 -0.09025 -1.65889 -0.8 -1.0 2.6
H 3.04678 1.20558 0.20176 -1.4 0.6 -0.4
H 2.93884 -0.99671 -0.27549 2.4 -1.3 0.5
H -0.76689 -2.40892 0.51416 0.8 0.8 0.3
H 2.07995 0.53963 1.46118 -0.9 0.4 -1.8
H 1.12005 1.30525 -0.02857 0.7 0.7 0.7
```
Forces are in eV/Å.

The total charge is 0. Its SMILES is CCOPC(F)(F)C(F)(F)F. The HOMO energy is -9.569 eV. The largest force on an atom is 3.910 eV Å⁻¹. The calculation puts the frontier orbital gap at 0.378 hartree. As for the energy: -29167.6221 eV.